{"formula": "C3H4KO3", "method": "ωB97M-V/def2-TZVPD", "energy_ha": -941.8634, "homo_lumo_gap_ha": [0.311, 0.250], "de_lowest_kj_mol": 896.43, "total_charge": 1, "elements": ["O", "C", "C", "H", "H", "H", "K", "O", "C", "O", "H"], "xyz": [[-1.8042, 1.2060, 0.0240], [-1.4323, 0.1495, 0.4606], [-0.8623, -1.0359, -0.2241], [-0.5955, -1.8149, 0.5035], [-1.1108, -1.1584, -1.2833], [-2.2866, -0.9051, 0.2774], [0.6636, 2.7600, -0.5265], [0.3378, 0.1878, -0.0626], [1.4764, -0.3017, 0.4137], [2.3655, 0.5949, 0.0682], [3.2484, 0.3180, 0.3490]]}